Below is C3H7ClOS in the gas phase, with properties calculated with ωB97M-V/def2-TZVPD.

Computed properties:
Energy relative to the best compared isomer or geometry (same formula, charge and spin) (eV): 0.911
Strongest force on any atom (eV Å⁻¹): 3.67
SMILES string: OC[C@H](Cl)CS
2S+1: 1
E_HOMO (Ha): -0.335
LUMO (eV): 0.568
Orbital gap (eV): 9.684

Each atom is followed by the atoms it is bonded to, with distances in Å.
Geometry (Å):
1 Cl -2.402 -0.839 -0.218  C4 1.780
2 S 1.975 -1.133 -0.294  C6 1.815, H13 1.362
3 O 0.725 1.593 -0.297  C5 1.444, H9 0.992
4 C -0.714 -0.367 -0.526  Cl1 1.780, C5 1.556, C6 1.580, H12 1.153
5 C -0.589 1.085 0.022  O3 1.444, C4 1.556, H10 1.135, H11 1.102
6 C 0.255 -1.348 0.245  S2 1.815, C4 1.580, H7 1.156, H8 1.079
7 H 0.178 -1.049 1.359  C6 1.156
8 H -0.153 -2.346 0.298  C6 1.079
9 H 1.134 1.793 0.584  O3 0.992
10 H -0.855 1.066 1.125  C5 1.135
11 H -1.290 1.747 -0.512  C5 1.102
12 H -0.494 -0.398 -1.657  C4 1.153
13 H 2.232 0.195 -0.129  S2 1.362